192
Properties=species:S:1:pos:R:3 method="wB97M-V/def2-TZVPD" e_above_lowest_kcal_mol=63.1 e_tot_ev=-100844.2091 charge=0 smiles=COCCOC.COCCOC.COCCOC.COCCOC.COCCOC.COCCOC.COCCOC.COCCOC.COCCOC.COCCOC.COCCOC.COCCOC
H -9.563 -9.141 -6.860
H -14.163 2.295 -9.665
H -10.517 -0.802 -5.134
H -11.265 -1.736 -3.824
C -15.559 -9.790 -8.208
H -13.428 -5.966 -2.075
H -19.015 -9.480 -6.649
C -11.609 -3.074 -6.072
O -19.274 -7.988 -5.126
H -16.228 -5.205 -7.339
H -10.016 3.409 -13.350
H -14.671 2.928 -11.874
C -12.916 -6.564 -9.687
H -21.817 -5.124 -8.453
C -21.451 -8.853 -4.833
H -14.464 -10.062 -2.329
H -9.658 -11.084 -1.800
O -15.422 0.949 -10.672
H -11.795 -5.207 -5.934
C -15.415 -1.435 -3.178
O -14.428 1.557 -13.261
H -17.569 -8.750 -5.887
C -14.661 -5.685 -5.379
C -9.515 2.497 -12.998
H -10.677 -2.618 -11.347
H -12.074 0.719 -9.498
O -11.104 -9.802 -5.719
H -14.836 -4.053 -11.584
C -21.286 -4.184 -8.665
H -11.069 -7.133 -0.246
H -11.881 0.873 -14.377
H -15.639 -6.123 -5.145
C -9.471 -10.195 -2.402
H -21.009 -9.801 -5.189
C -11.719 0.318 -12.288
H -16.503 -5.407 -14.372
H -8.413 -10.029 -2.629
H -10.461 -0.860 -6.752
H -13.008 -1.232 -8.827
H -14.497 -7.320 -1.626
H -15.914 -2.600 -7.536
H -8.871 -0.543 -7.333
C -13.004 -10.118 -4.454
H -18.552 -7.832 -7.097
H -20.548 -5.163 -6.550
O -17.829 -7.687 -11.368
H -20.292 -4.478 -9.063
H -9.633 2.355 -11.911
H -9.243 -7.403 -2.051
H -12.408 -10.614 -3.672
C -10.925 2.288 -4.729
H -16.273 -6.938 -9.489
O -12.514 -7.781 -1.624
O -10.051 1.397 -13.687
H -17.578 -9.478 -10.343
H -20.861 -6.870 -4.739
H -16.808 -5.073 -12.674
H -15.887 -10.382 -9.068
H -12.293 -11.405 -6.024
H -15.662 -0.017 -13.683
C -19.329 -1.087 -5.913
H -12.969 -9.051 -4.176
C -15.292 2.373 -12.584
C -16.162 1.588 -11.597
H -13.103 0.737 -6.066
C -10.442 -4.078 -8.528
H -18.282 -0.789 -6.043
H -16.084 -3.799 -13.750
H -15.853 2.992 -13.279
O -13.857 -6.073 -10.598
O -14.347 -10.547 -4.341
O -15.517 -0.154 -2.563
C -13.165 -5.355 -11.603
H -11.154 -8.905 -7.560
C -15.260 -4.672 -7.373
H -11.547 3.187 -4.799
O -22.739 -8.614 -5.182
H -13.009 -9.991 -6.614
C -11.435 1.249 -13.447
H -14.826 0.907 -5.641
O -14.863 -4.463 -6.081
H -10.765 1.954 -9.201
C -17.301 -8.327 -12.472
C -14.647 -10.869 -3.047
C -15.132 0.778 -14.206
C -20.608 -7.714 -5.392
H -21.336 -4.017 -5.556
H -11.390 -3.595 -8.783
H -12.567 -5.763 -9.023
H -13.507 -7.137 -8.947
H -16.012 -3.584 -8.986
H -15.510 -8.245 -10.238
O -10.973 1.521 -5.954
H -14.407 -1.060 -7.715
H -10.480 -8.043 -3.090
H -11.215 -6.192 -1.663
O -10.517 -4.772 -7.349
C -15.024 -1.400 -4.623
H -12.399 -4.657 -11.215
H -24.679 -9.246 -5.044
C -10.421 -1.723 -4.540
H -16.804 0.871 -12.120
O -13.789 -0.719 -4.798
H -10.423 -10.545 -7.527
O -9.902 -9.212 -1.442
O -21.182 -3.403 -7.515
H -18.734 -4.219 -5.401
C -16.125 -4.864 -13.508
H -14.740 -2.010 -2.557
H -9.071 0.767 -5.603
H -14.627 -5.322 -8.002
H -12.127 -7.216 -10.056
C -9.870 -0.099 -7.288
H -14.894 -2.458 -4.887
H -13.631 -6.529 -0.362
H -13.753 -3.672 -12.916
H -14.180 -6.438 -6.028
H -16.913 2.283 -11.183
H -13.490 1.344 -4.497
C -11.255 -7.235 -1.332
H -16.321 -8.771 -12.273
O -19.398 -2.323 -5.187
H -9.961 -4.635 -9.329
H -14.386 0.249 -14.821
H -11.936 1.347 -7.904
C -18.568 -8.547 -6.263
H -13.999 -5.503 -4.540
O -16.214 -8.535 -8.235
H -9.204 1.894 -6.902
C -14.161 -4.506 -12.330
O -14.117 -2.943 -8.471
H -15.777 -0.968 -5.281
H -15.900 -10.326 -7.323
H -12.782 0.419 -12.016
O -14.885 -5.375 -13.169
C -11.246 -1.685 -11.224
O -10.396 -2.892 -5.303
C -16.326 -8.037 -9.530
H -11.401 1.730 -3.897
C -20.623 -4.077 -6.388
C -17.651 -8.388 -10.164
C -10.541 -9.604 -6.971
H -19.877 -0.338 -5.343
C -11.347 1.129 -8.797
H -10.800 -1.139 -10.386
H -17.504 0.299 -2.845
O -10.388 0.098 -8.569
H -21.210 -8.846 -3.759
H -21.762 -3.649 -9.481
H -19.823 -1.187 -6.883
H -20.867 -7.407 -6.409
H -8.443 2.634 -13.135
H -12.654 -5.961 -12.366
H -16.442 0.737 -4.194
C -13.843 0.629 -5.253
H -14.686 -1.193 -9.447
H -23.758 -9.625 -3.651
H -18.507 -8.185 -9.526
C -19.303 -3.486 -6.017
H -10.067 -10.155 -3.313
C -9.752 1.066 -6.420
C -12.380 -10.329 -5.776
C -13.535 -6.838 -1.416
H -11.631 -2.284 -6.835
H -15.010 1.083 -8.660
H -15.700 -11.145 -2.953
O -11.278 -1.001 -12.459
H -16.434 -1.851 -3.087
H -9.510 -1.685 -3.945
H -18.568 -3.403 -6.835
H -23.495 -10.558 -5.203
C -14.027 -1.548 -8.635
C -15.096 1.731 -9.532
C -16.485 0.627 -3.104
C -10.173 -7.993 -2.033
H -17.253 -7.611 -13.283
H -15.617 1.406 -14.961
C -23.678 -9.578 -4.750
H -11.166 0.816 -11.466
H -12.509 -4.442 -7.345
C -11.642 -4.422 -6.674
H -11.950 2.200 -13.270
C -15.378 -3.379 -8.101
H -9.889 2.499 -4.444
H -17.961 -9.150 -12.789
H -9.748 -3.233 -8.360
H -15.900 2.453 -9.313
H -16.390 1.649 -2.726
H -12.252 -2.063 -10.939
H -14.099 -11.772 -2.736
H -14.480 -9.640 -8.191
H -12.370 -2.970 -5.282

---

186
Properties=species:S:1:pos:R:3 method="wB97M-V/def2-TZVPD" e_tot_ev=-80631.1666 charge=0
H -2.193 -3.288 2.692
H 2.457 1.205 1.717
H 5.614 -1.816 -2.832
H -4.387 4.082 2.677
H 1.813 -0.113 -3.727
H 2.231 0.588 -1.755
H 6.225 -1.754 -1.085
H 0.149 8.283 2.930
C 3.201 -4.238 -7.468
H -5.713 -2.309 3.334
H 2.079 -7.354 -6.339
C -3.241 -3.543 2.845
H -7.417 2.902 5.740
C -3.634 -0.209 -1.366
C 3.603 0.710 -4.614
H 4.039 -5.840 -4.716
C 1.608 2.002 -3.945
C -5.107 3.711 5.423
H 2.773 -3.258 -7.678
H -3.993 -2.718 0.890
C 5.166 2.481 -0.984
C 4.947 -3.285 -1.388
O -0.853 -0.438 2.322
H 1.455 -1.734 -0.110
C -5.522 -2.568 2.293
H 0.651 2.081 -3.428
C 3.076 -6.342 -4.805
H -0.228 -2.964 -4.318
H 1.951 6.508 3.303
H -5.556 0.912 1.235
H 1.131 -6.337 -3.684
H -3.468 -3.621 3.908
C -7.309 2.370 2.565
H 4.782 -1.015 -1.485
H -3.381 -4.573 2.517
H 1.854 -6.369 -9.018
H -0.389 -4.985 0.668
H -4.015 0.068 -2.349
C 0.877 6.346 3.397
O 1.846 -2.570 0.155
H -7.678 1.347 2.626
H -1.346 5.272 -2.401
H 0.955 -4.482 2.732
H -0.920 7.437 4.083
H -5.240 5.578 4.516
C 1.924 -5.673 -4.027
O -1.493 0.790 -1.655
C 0.078 -3.951 -3.971
H -0.590 -3.741 -0.495
H 1.478 2.277 -4.991
H -2.931 5.658 -0.765
H -5.872 -3.585 2.117
H 6.900 2.333 -2.335
H -4.024 3.796 5.516
H 2.338 -5.353 -3.071
H 2.303 -3.326 2.587
H 0.769 1.207 -0.959
C 2.688 -6.451 -6.295
C 3.874 -0.351 2.661
C -2.439 4.688 -0.698
H -0.680 4.979 4.238
H -3.953 -1.250 -1.342
O -0.669 3.479 -1.760
H -1.069 2.606 -1.772
H 0.359 -2.525 1.310
C -4.386 1.469 6.181
H 0.411 -0.232 0.024
H -3.054 2.740 -2.452
C 6.296 1.658 -1.729
C 5.385 -1.878 -1.769
O 2.883 1.867 2.267
C 2.076 -5.205 -7.041
H 0.400 6.727 1.540
H 4.144 -0.205 -4.373
C 3.834 1.135 3.066
C 0.365 5.229 4.421
C 1.325 -4.343 -4.700
H -0.776 -4.625 -4.041
H 0.717 1.284 0.818
H -7.229 1.113 5.787
H -7.572 2.827 1.611
C 0.951 -3.354 0.924
H 0.790 -5.007 -8.788
C -0.835 1.598 3.542
H 0.787 -4.951 -0.587
H 4.644 4.066 0.361
H 2.289 -2.242 -4.981
H 4.023 2.412 -2.527
C 5.567 3.647 -0.039
H 4.205 -0.562 1.644
H 6.965 1.058 -1.112
H 4.306 1.102 5.156
C 2.439 0.776 -3.660
H -7.854 2.908 3.340
H -2.219 -0.697 4.619
H 3.129 2.324 4.822
H -0.469 -0.017 1.550
H -1.882 1.896 3.605
C 2.413 -3.194 -4.465
H 3.632 -6.699 -6.781
H 2.027 0.429 -0.047
H -3.554 4.291 -3.121
H 2.883 -0.799 2.722
H -0.620 0.701 -1.266
C 1.710 -4.074 2.061
H -0.373 2.098 2.691
H 2.530 0.766 4.741
H 3.154 -7.304 -4.298
O 0.360 -3.625 -6.697
H -6.170 -1.941 1.682
C -1.775 4.354 -1.999
H 6.179 4.397 -0.541
H 3.677 -4.573 -8.389
C 0.179 -4.299 0.040
C 3.443 1.322 4.528
C -6.772 2.072 6.030
Rb 1.694 3.662 0.200
H 3.987 -3.552 -1.830
H 3.760 -2.948 0.109
H -1.889 -1.248 -3.283
H -2.763 -0.958 2.043
C -4.051 -2.480 1.952
H 6.952 -3.930 -1.626
H 0.552 -6.427 -7.893
H 4.510 -0.818 3.413
O -5.763 0.372 3.914
H 3.311 0.419 -5.622
C -1.573 -1.403 -2.252
H -4.018 0.438 -0.577
C -5.645 4.589 4.300
H -6.710 4.752 4.462
H -6.074 4.589 2.326
C -5.205 1.923 1.444
O -3.670 -1.169 2.277
H 5.816 0.954 -2.408
H 3.429 -3.519 -4.689
H 0.411 5.592 5.448
C 0.115 7.618 3.793
H -1.006 0.094 5.572
B 0.979 0.683 -0.039
C -0.509 0.148 3.550
C 5.976 -4.384 -1.799
H -3.425 1.351 5.679
O 4.659 -3.259 -0.017
H 2.237 2.823 -3.600
H -3.209 3.979 -0.395
H 5.955 3.356 0.937
H -4.639 0.438 6.428
N -5.338 1.686 3.907
C -5.855 2.426 2.777
H 4.261 1.577 -4.544
C -5.438 3.941 2.930
H -0.479 2.054 4.465
C -5.402 2.193 5.333
H -1.894 -0.552 -0.213
C 1.349 -5.776 -8.254
H -5.479 4.169 6.339
C -2.691 3.659 -2.913
O 4.466 3.100 -2.025
O 2.925 0.872 -2.354
H 4.460 1.842 -0.455
H 5.923 -5.361 -1.320
H 1.061 -3.011 -6.929
H -2.243 3.356 -3.859
O 0.536 5.967 2.111
H 1.032 4.369 4.369
H 5.999 -4.542 -2.877
H 0.577 0.113 3.636
H -6.704 2.118 7.117
C -1.140 -0.604 4.746
H 0.620 8.007 4.677
H -2.021 -2.359 -1.980
H -4.202 1.981 7.125
H -5.057 -0.097 3.462
H 0.153 -3.962 -2.883
C -2.102 -0.351 -1.263
H 3.852 -4.050 -6.614
H -0.490 -1.504 -2.328
N 1.074 -4.660 -6.104
H 2.369 -4.829 1.632
H -4.132 2.084 1.546
H -5.434 2.525 0.565
H -1.699 4.706 0.103
H 4.819 1.583 2.939
H 2.397 -2.970 -3.399
H -0.733 -1.590 4.973